Molecular formula: C48H46BBr2F5N5O6P2PbTe
Method: DFT, ωB97M-V/def2-TZVPD

- LUMO energy (eV) = -4.85
- HOMO (eV) = -9.55

```
! wB97M-V def2-TZVPD RIJCOSX def2/J DEFGRID3
* xyz 1 1
Pb 0.7270 0.6445 -0.0669
C 1.0651 4.5590 1.5890
C 2.4323 3.9203 1.6098
C 3.4924 4.6834 2.1510
C 4.7402 4.1440 2.1728
C 4.9538 2.8228 1.7057
C 6.2020 2.1672 1.7260
Br 7.7564 3.0412 2.3633
C 6.3001 0.8707 1.3085
C 5.1628 0.1782 0.8795
Br 5.3462 -1.6284 0.3667
C 3.8891 0.7430 0.8426
O 2.8396 0.0504 0.5260
C 3.8179 2.1238 1.2259
N 2.5809 2.7103 1.1581
H 1.0679 5.4988 1.0392
H 0.7433 4.7585 2.6070
H 0.2136 3.6872 0.0233
H 3.3054 5.6836 2.5270
H 5.5759 4.7048 2.5684
H 7.2550 0.3638 1.3288
O -1.5831 -0.2183 -0.9723
P -2.3720 -1.4876 -1.0427
C -1.6526 -3.0118 -0.2944
P 0.0167 -2.8733 0.4028
O 0.7510 -1.6599 -0.0938
C 0.8973 -4.3485 -0.1216
C 0.5128 -5.6197 0.3076
C 1.2503 -6.7284 -0.0715
C 2.3777 -6.5697 -0.8708
C 2.7672 -5.3064 -1.2908
C 2.0300 -4.1888 -0.9166
C -0.0100 -2.9456 2.1894
C -1.0140 -3.5516 2.9383
C -0.9084 -3.5995 4.3203
C 0.1981 -3.0425 4.9514
C 1.2048 -2.4427 4.2027
C 1.1075 -2.3948 2.8198
C -4.0086 -1.3125 -0.3314
C -4.3440 -0.0784 0.2131
C -5.6117 0.1263 0.7362
C -6.5462 -0.9002 0.7144
C -6.2145 -2.1348 0.1704
C -4.9476 -2.3422 -0.3529
C -2.5781 -1.9446 -2.7853
C -3.0793 -3.1707 -3.2270
C -3.2026 -3.4300 -4.5832
C -2.8153 -2.4715 -5.5126
C -2.3014 -1.2568 -5.0831
C -2.1849 -0.9915 -3.7243
H -1.5621 -3.7430 -1.0957
H -2.3532 -3.3841 0.4558
H -0.3560 -5.7461 0.9459
H 0.9562 -7.7150 0.2627
H 2.9575 -7.4376 -1.1596
H 3.6508 -5.1868 -1.9048
H 2.3341 -3.1938 -1.2194
H -1.8887 -3.9756 2.4577
H -1.6872 -4.0731 4.9040
H 0.2793 -3.0866 6.0302
H 2.0753 -2.0269 4.6953
H 1.8886 -1.9294 2.2236
H -3.5992 0.7087 0.2330
H -5.8675 1.0863 1.1665
H -7.5351 -0.7414 1.1254
H -6.9443 -2.9337 0.1487
H -4.7048 -3.3107 -0.7756
H -3.3704 -3.9425 -2.5223
H -3.5981 -4.3810 -4.9161
H -2.9108 -2.6776 -6.5714
H -1.9905 -0.5118 -5.8052
H -1.7791 -0.0489 -3.3777
C -0.2226 1.1524 5.9580
N -0.4797 0.7025 4.6042
C -1.6518 -0.0302 4.1603
C -1.2724 -0.3324 2.7182
O -1.9124 -1.0590 1.9854
N -0.0821 0.2956 2.4120
C 0.3610 0.8142 3.5699
N 1.5536 1.3924 3.6929
H -1.1385 1.0568 6.5337
H 0.0678 2.2042 5.9675
H 0.5522 0.5543 6.4439
H -2.5584 0.5786 4.1953
H -1.8079 -0.9555 4.7164
H 2.1685 1.4060 2.8930
H 1.9131 1.6620 4.5899
F -1.4187 5.4865 0.5209
Te -2.1606 4.0055 1.3461
F -2.7539 5.4073 2.4077
F -1.3416 3.5795 2.9545
F -1.8900 2.2323 0.9203
F -3.6798 3.2331 2.0854
O 0.0912 3.6703 0.9913
B -3.5369 3.9718 -0.7769
C -2.0670 3.6788 -1.3249
N -0.9895 3.5150 -1.6987
H -3.9639 4.9288 -1.3684
H -4.1765 2.9902 -0.5963
H -3.5632 4.6785 0.3479
C 2.4397 3.1958 -2.8358
C 2.0071 1.8615 -3.3811
O 1.6761 0.9622 -2.6289
C 1.9669 1.6449 -4.8577
C 2.4575 2.5888 -5.7544
C 2.4118 2.3446 -7.1198
C 1.8685 1.1589 -7.5923
C 1.3673 0.2152 -6.7010
C 1.4181 0.4569 -5.3393
H 2.4630 3.1502 -1.7479
H 1.7468 3.9731 -3.1669
H 3.4346 3.4582 -3.1992
H 2.8834 3.5183 -5.3981
H 2.8008 3.0787 -7.8134
H 1.8374 0.9677 -8.6582
H 0.9419 -0.7091 -7.0716
H 1.0378 -0.2662 -4.6288
*
```

***

Molecular formula: C48H46N
Method: DFT, ωB97M-V/def2-TZVPD

- LUMO energy (eV) = -4.99
- HOMO (eV) = -9.37

```
! wB97M-V def2-TZVPD RIJCOSX def2/J DEFGRID3
* xyz 1 1
C -3.1635 2.0746 -7.8771
C -2.3964 1.6669 -6.6592
C -2.7203 0.4670 -6.0084
C -2.0628 0.0943 -4.8478
C -1.0511 0.9198 -4.2824
C -0.4030 0.5368 -3.0620
C 0.4197 1.3709 -2.3138
C 1.3272 0.9084 -1.3451
C 2.6911 1.3654 -1.3529
C 3.7571 0.5546 -0.8696
C 5.0562 1.0389 -0.8423
C 5.3427 2.3486 -1.2542
C 6.7335 2.8888 -1.1515
C 4.3217 3.1323 -1.8026
C 3.0235 2.6516 -1.8712
C -0.7017 2.1120 -4.9812
C -1.3625 2.4665 -6.1504
H -2.7741 3.0104 -8.2856
H -3.1048 1.3038 -8.6547
H -4.2282 2.2159 -7.6508
H -3.5087 -0.1643 -6.4257
H -2.3204 -0.8360 -4.3365
H -0.5361 -0.4953 -2.7197
H 0.3753 2.4462 -2.5137
H 1.1027 -0.0411 -0.8559
H 3.5328 -0.4638 -0.5392
H 5.8733 0.4016 -0.4940
H 6.7157 3.9829 -1.1550
H 7.2110 2.5473 -0.2271
H 7.3642 2.5604 -1.9887
H 4.5568 4.1318 -2.1767
H 2.2335 3.2837 -2.2831
H 0.1046 2.7389 -4.5957
H -1.0899 3.3810 -6.6835
C -3.7344 -5.0476 4.3133
C -4.2378 -4.2043 3.3209
C -3.3703 -3.3919 2.5833
C -2.0012 -3.3313 2.8919
C -1.0626 -2.3119 2.2064
C -0.1299 -3.0337 1.2221
C -0.2794 -4.3856 0.8972
C 0.7049 -5.0366 0.1443
C 1.8122 -4.3344 -0.3312
C 1.9134 -2.9584 -0.0979
C 0.9138 -2.3137 0.6313
C -1.8906 -1.2085 1.5478
C -1.7840 -0.8914 0.1914
C -2.4475 0.2327 -0.3064
C -3.2900 0.9806 0.5121
C -3.5180 0.5739 1.8299
C -2.8326 -0.5297 2.3473
C -0.1694 -1.6051 3.2810
C 0.8968 -2.4994 3.9355
C 2.0687 -1.5871 4.2803
C 1.9529 -0.3724 3.3592
N 0.6069 -0.4574 2.7955
C 0.0708 0.6430 2.1982
C 0.7344 1.5335 1.3825
C 0.2525 2.8950 1.2295
C 0.9734 3.8432 0.4666
C 0.3939 5.0474 0.0816
C -0.8965 5.3802 0.5218
C -1.5510 4.5347 1.4278
C -0.9580 3.3398 1.8284
C -1.4934 -4.3051 3.7630
C -2.3523 -5.1190 4.5106
H -4.4086 -5.6634 4.9107
H -5.3075 -4.1635 3.1119
H -3.7871 -2.7865 1.7742
H -1.1534 -4.9472 1.2356
H 0.5926 -6.1024 -0.0557
H 2.5888 -4.8473 -0.8998
H 2.7622 -2.3836 -0.4709
H 0.9339 -1.2308 0.7427
H -1.1957 -1.5185 -0.4832
H -2.3055 0.5076 -1.3517
H -3.7887 1.8684 0.1183
H -4.2259 1.1112 2.4635
H -3.0080 -0.8496 3.3805
H -0.8462 -1.2350 4.0783
H 0.4902 -2.9866 4.8258
H 1.2241 -3.2780 3.2338
H 1.9945 -1.2600 5.3235
H 3.0305 -2.0891 4.1544
H 2.0937 0.5734 3.9088
H 2.7034 -0.3982 2.5493
H -0.9803 0.8208 2.4285
H 1.7254 1.2765 1.0078
H 1.9933 3.5956 0.1660
H 0.9476 5.7296 -0.5660
H -1.3707 6.3059 0.1905
H -2.5284 4.8102 1.8289
H -1.4462 2.7304 2.5910
H -0.4183 -4.4639 3.8534
H -1.9241 -5.8069 5.2420
*
```

***

| no. | Kohn-Sham gap (Ha) |
| --- | --- |
| 1 | 0.17290 |
| 2 | 0.16084 |